# 1
{
  "formula": "C6H6FNO2",
  "method": "the ωB97M-V functional and the def2-TZVPD basis",
  "e_lumo_ev": -0.47,
  "e_above_lowest_kcal_mol": 23.2,
  "total_energy_ha": -537.2173,
  "homo_energy_ev": -9.25,
  "orbital_gap_ev": 8.8,
  "charge": 0,
  "symbols": ["H", "C", "C", "C", "F", "C", "H", "H", "C", "H", "H", "N", "H", "C", "O", "O"],
  "coordinates": [[-0.39835, 0.57847, -0.61706], [-2.67405, -0.37459, 0.11292], [-4.00287, -0.55765, -0.15196], [-0.30068, -0.50819, -0.68169], [-4.59756, -1.58589, -0.82050], [-4.24040, 0.95001, 0.05944], [1.56530, 0.13092, 0.08884], [-0.66153, -0.85652, -1.76744], [1.20467, -0.77577, -0.42079], [-2.36608, 1.57503, 1.06938], [1.48725, -0.91180, -1.46877], [-2.83123, 1.04362, 0.29529], [1.67523, -1.66516, 0.11488], [-1.28230, -0.99758, 0.30456], [-1.03635, -1.92204, 1.01410], [-5.12594, 1.69064, 0.18140]],
  "forces_ev_per_angstrom": [[-0.1, 0.1, -0.8], [-1.0, 0.2, 1.1], [1.5, -1.7, -1.1], [0.0, 0.2, -1.1], [0.2, 1.3, 0.9], [1.2, -2.0, 0.5], [0.5, -0.4, -0.6], [0.7, 0.8, 2.4], [0.1, -0.7, -0.3], [-1.1, -0.8, -0.7], [1.2, 0.6, 0.3], [1.4, 1.7, 0.4], [-1.6, 0.9, -0.4], [-1.1, -1.1, -1.8], [-0.5, -0.4, 1.3], [-1.3, 1.3, -0.1]]
}

# 2
{
  "formula": "C29H44IrN3O7PS8Te",
  "method": "the ωB97M-V functional and the def2-TZVPD basis",
  "e_lumo_ev": [3.61, 3.61],
  "e_above_lowest_kcal_mol": 15.9,
  "total_energy_ha": -5721.7221,
  "multiplicity": 2,
  "homo_energy_ev": [-1.98, -2.04],
  "orbital_gap_ev": [5.6, 5.7],
  "charge": -2,
  "symbols": ["H", "O", "H", "H", "P", "C", "H", "H", "H", "H", "H", "H", "S", "C", "H", "O", "C", "C", "H", "S", "C", "C", "C", "H", "H", "N", "C", "C", "H", "H", "C", "O", "C", "C", "H", "S", "S", "H", "H", "H", "Te", "S", "H", "C", "H", "H", "H", "C", "C", "H", "H", "C", "H", "H", "H", "C", "H", "C", "C", "O", "H", "C", "H", "H", "H", "N", "C", "H", "C", "H", "H", "H", "C", "O", "C", "H", "S", "S", "H", "O", "N", "H", "C", "H", "O", "S", "H", "C", "Ir", "C", "H", "C", "C", "H"],
  "coordinates": [[-1.25465, -4.46432, -4.18752], [-0.68085, -4.07227, -1.54419], [1.16116, -3.78151, -2.45933], [2.86764, -4.95431, 4.71789], [-0.86791, -2.80832, -0.58131], [-0.34338, -3.91171, -3.94743], [-4.27550, -2.16164, -0.81349], [-0.65569, -6.46254, 2.25010], [-1.44203, 2.36564, 0.22849], [5.08239, 3.02369, -0.08994], [2.31471, 1.01184, 3.32619], [-3.73284, -2.83246, -3.19788], [2.62994, 3.03234, 4.58213], [2.44889, 0.43450, -2.50820], [2.15625, 1.38065, -2.97785], [-1.42823, -3.59596, 0.70998], [2.89713, -3.24568, 1.82742], [-2.40056, 2.75295, -0.10975], [-0.53746, -2.83901, -3.92782], [-0.62637, 0.47649, 2.11582], [2.50149, 6.78969, 0.95188], [3.01002, 2.60001, 0.15620], [0.24170, -4.33020, -2.61863], [3.52475, 0.31163, -2.66392], [0.43276, -5.40320, -2.56651], [-3.03447, 1.71251, -0.91852], [4.10798, 3.44355, 0.12275], [1.75645, -0.67907, -3.29552], [-3.20672, 4.40403, -1.27138], [3.22605, 0.77363, 4.83882], [2.54714, -4.30667, 2.62241], [2.85887, 0.29683, 1.23555], [0.17691, -1.04462, 1.54740], [0.19801, 2.88335, 3.21418], [-1.57479, 3.88147, -1.74496], [0.78937, 5.32823, 4.15929], [3.87565, -2.14722, 2.71333], [-3.12010, -4.36998, -2.59010], [0.34877, -4.66864, 0.82380], [4.29972, -2.78122, 5.03761], [2.57490, -2.93872, -0.23709], [-1.67658, 6.77325, 3.24474], [4.80456, 5.45541, 0.37659], [3.80981, -3.09774, 4.12933], [1.44633, 0.96362, 4.87935], [0.60873, 4.85439, 0.91677], [-2.19560, -5.58668, 2.26667], [2.36690, 1.26434, 4.38208], [-0.55207, -4.48581, 1.41270], [-0.24621, -3.99246, 2.33629], [-0.54448, -1.78424, 1.90922], [-2.38266, 0.80318, -1.64171], [-4.83510, -3.96011, -2.38783], [1.09304, -1.21088, 2.11912], [-1.57412, -6.25594, 0.74681], [1.59042, 4.46013, 0.67644], [1.96068, -5.13946, 2.26121], [-4.69126, 1.38344, -3.79972], [2.68363, 5.32280, 0.66392], [4.56137, 0.65677, -0.53511], [-5.12254, 0.36031, -1.93397], [3.05579, -4.22082, 3.94469], [0.90279, 2.42383, 0.47233], [-2.55508, -0.61370, -2.99528], [-4.03521, 1.76562, -1.01347], [2.10658, 0.38854, -1.10119], [-3.81729, -3.56016, -2.38798], [1.64520, 6.95729, 1.60698], [-0.73893, 5.39184, 3.39484], [0.39305, -4.08319, -4.73483], [-3.51380, -3.65187, -0.24948], [2.33371, 7.35590, 0.03084], [1.74612, 3.10554, 0.43004], [1.19961, -1.60092, -2.60570], [1.10535, 3.60342, 3.88706], [-4.85893, -0.70661, -3.27777], [3.19940, 0.83758, -0.06313], [-1.17271, 3.82681, 2.81480], [-3.01217, 2.89453, 0.78235], [-2.28069, -2.20469, -1.06988], [-3.12737, 0.00516, -2.44220], [-4.34793, 2.32185, -3.36255], [-1.29123, -5.77665, 1.68556], [-4.11330, 1.21080, -4.70782], [1.79888, -0.64469, -4.52645], [-0.68641, 0.67340, -1.69304], [-5.74308, 1.49337, -4.07174], [-4.50390, 0.22187, -2.82737], [0.60996, -1.25439, -0.47996], [-3.51721, -2.91249, -1.05065], [-1.81682, 4.81883, -0.26226], [-2.24335, 4.04270, -0.89728], [3.94053, 4.79791, 0.38025], [3.38651, 7.20529, 1.43744]],
  "forces_ev_per_angstrom": [[0.0, 0.0, 0.0], [0.0, -0.4, 0.0], [0.0, -0.1, 0.1], [0.0, 0.0, 0.0], [-0.4, 0.2, 0.1], [0.0, 0.0, 0.0], [0.0, 0.0, 0.0], [0.0, 0.0, 0.0], [0.0, 0.0, 0.0], [0.0, 0.0, 0.0], [0.0, 0.0, 0.0], [0.0, 0.0, 0.0], [0.0, 0.0, 0.0], [-0.1, 0.0, -0.1], [0.0, 0.0, 0.0], [0.1, -0.1, 0.0], [0.1, 0.1, 0.0], [0.0, 0.0, 0.0], [0.0, 0.0, 0.0], [-0.1, 0.0, -0.1], [0.0, 0.0, 0.0], [0.0, 0.0, -0.1], [-0.1, 0.2, -0.1], [0.0, 0.0, 0.0], [0.0, 0.0, 0.0], [0.1, 0.0, 0.0], [0.0, 0.0, 0.0], [0.2, 0.3, -0.2], [0.0, 0.0, 0.0], [0.0, 0.0, 0.0], [0.0, 0.0, 0.0], [0.1, -0.1, 0.0], [-0.1, 0.1, 0.0], [-0.1, 0.0, 0.3], [0.0, 0.0, 0.0], [0.0, 0.0, 0.0], [0.0, 0.0, 0.1], [0.0, 0.0, 0.0], [0.0, 0.0, 0.0], [0.0, 0.0, 0.0], [0.1, -0.1, 0.3], [0.0, 0.0, 0.0], [0.0, 0.0, 0.0], [0.0, 0.0, 0.0], [0.0, 0.0, 0.0], [0.0, 0.0, 0.0], [0.0, 0.0, 0.0], [0.0, 0.0, 0.0], [-0.1, 0.0, 0.0], [0.0, 0.0, 0.0], [0.1, -0.1, 0.0], [-0.3, -0.2, -0.2], [0.0, 0.0, 0.0], [0.0, 0.2, 0.0], [0.0, 0.0, 0.0], [0.1, 0.0, 0.0], [0.0, 0.0, 0.0], [0.0, 0.0, 0.0], [0.0, 0.0, 0.0], [-0.1, 0.0, 0.0], [0.0, 0.0, 0.0], [0.0, 0.0, 0.0], [0.0, 0.0, 0.0], [-0.1, -0.1, 0.1], [0.0, 0.0, 0.0], [-0.2, -0.7, 1.0], [0.0, 0.0, 0.0], [0.0, 0.0, 0.0], [0.0, 0.0, 0.1], [0.0, 0.0, 0.0], [0.0, 0.0, 0.0], [0.0, 0.0, 0.0], [0.0, 0.0, -0.1], [-0.3, -0.2, 0.1], [-0.1, 0.0, 0.0], [0.0, 0.0, 0.0], [0.2, 0.3, 0.1], [0.1, 0.0, 0.0], [0.0, 0.0, -0.1], [0.0, -0.2, 0.1], [0.1, 0.3, -0.1], [0.0, 0.0, 0.0], [0.0, 0.0, 0.0], [0.0, 0.0, 0.0], [0.0, -0.1, 0.1], [0.1, 0.1, 0.4], [0.0, 0.0, 0.0], [0.0, -0.1, 0.1], [0.5, 0.5, -1.7], [0.0, 0.1, 0.0], [0.0, 0.0, 0.0], [0.0, 0.0, 0.0], [0.0, 0.0, 0.0], [0.0, 0.0, 0.0]]
}

# 3
{
  "formula": "CHNO4",
  "method": "the ωB97M-V functional and the def2-TZVPD basis",
  "e_lumo_ev": [-0.04, -2.18],
  "e_above_lowest_kcal_mol": 0.0,
  "total_energy_ha": -394.2347,
  "multiplicity": 3,
  "homo_energy_ev": [-8.90, -11.85],
  "orbital_gap_ev": [8.9, 9.7],
  "charge": 0,
  "symbols": ["O", "O", "O", "H", "C", "N", "O"],
  "coordinates": [[0.89162, -0.99648, 0.39721], [0.54256, 0.17749, -0.76228], [3.33753, 0.72031, 1.11767], [-0.08477, -0.21571, -1.38753], [3.24928, 0.35539, 0.04292], [0.41646, -2.03764, 0.29333], [3.23789, -0.02564, -1.05310]],
  "forces_ev_per_angstrom": [[1.3, -1.0, 2.7], [-0.8, 3.0, -2.3], [-0.1, 0.8, 2.2], [-0.2, -0.4, 0.0], [0.5, -0.8, -2.4], [-0.8, -1.6, -0.3], [0.1, 0.1, 0.1]]
}